(1)
Formula: C24H36N6
Source: the OMol25 dataset
Level of theory: wB97M-V/def2-TZVPD

Geometry as XYZ:
```
66
Properties=species:S:1:pos:R:3:lowdin_charge:R:1
C 3.07 1.00 -6.39 -0.1072
C 3.15 0.37 -5.11 -0.1038
C 1.87 0.05 -4.75 -0.1445
N 1.00 0.60 -5.68 0.0183
C 1.75 1.11 -6.69 -0.1663
H 3.89 1.37 -6.99 0.0884
H 4.01 0.14 -4.49 0.0870
H 1.42 -0.45 -3.91 0.0781
H 0.00 0.67 -5.62 0.0808
H 1.28 1.31 -7.64 0.1106
C -2.16 -2.78 -2.60 -0.0967
C -0.84 -2.36 -2.88 -0.1285
C -0.01 -2.83 -1.89 -0.1511
N -0.81 -3.38 -0.95 -0.0153
C -2.12 -3.41 -1.35 -0.1149
H -3.06 -2.64 -3.16 0.0905
H -0.59 -1.80 -3.77 0.0807
H 1.05 -2.70 -1.73 0.1097
H -0.43 -3.89 -0.17 0.1447
H -2.89 -3.88 -0.77 0.1040
C 3.26 -1.48 7.62 -0.1352
C 3.42 -2.73 7.00 -0.1093
C 3.34 -2.47 5.64 -0.1584
N 3.03 -1.17 5.45 -0.0055
C 2.96 -0.53 6.66 -0.1315
H 3.24 -1.25 8.68 0.0870
H 3.71 -3.60 7.57 0.0859
H 3.44 -3.13 4.80 0.1020
H 2.97 -0.72 4.56 0.1076
H 2.96 0.54 6.76 0.0999
C -0.11 5.31 -3.53 -0.1005
C -0.27 4.50 -4.82 -0.2546
C -1.19 3.32 -4.58 -0.1977
C -1.48 2.43 -5.71 -0.2300
N -1.74 1.74 -6.59 0.1568
H 0.58 6.14 -3.58 0.0728
H 0.21 4.65 -2.73 0.0691
H -1.11 5.66 -3.26 0.0768
H 0.67 4.11 -5.21 0.1111
H -0.71 5.19 -5.55 0.1143
H -2.22 3.67 -4.42 0.1313
H -0.95 2.76 -3.67 0.1129
C -3.93 -2.23 5.78 -0.1085
C -3.47 -0.76 5.82 -0.2429
C -2.56 -0.43 4.64 -0.2102
C -3.31 -0.15 3.43 -0.2532
N -3.88 0.08 2.46 0.1403
H -4.63 -2.42 4.96 0.0737
H -4.47 -2.62 6.64 0.0689
H -3.04 -2.84 5.65 0.0716
H -2.93 -0.60 6.76 0.1053
H -4.33 -0.09 5.83 0.1082
H -1.99 -1.30 4.28 0.1123
H -1.81 0.30 4.91 0.1061
C 0.54 0.74 -1.19 -0.1024
C 1.12 0.49 0.20 -0.2437
C 0.11 -0.19 1.13 -0.1799
C 0.45 -0.03 2.55 -0.2041
N 0.74 0.08 3.65 0.1588
H -0.05 1.65 -1.30 0.0698
H -0.19 -0.02 -1.48 0.0559
H 1.33 0.70 -1.94 0.0547
H 1.52 1.41 0.63 0.1110
H 2.01 -0.14 0.16 0.1104
H 0.08 -1.28 0.98 0.1081
H -0.89 0.19 0.92 0.1202
```

Values from the calculation:
Gap between HOMO and LUMO = 8.28 eV
Energy above the lowest of the compared OMol25 structures with the same formula, charge and spin = 1.058 eV
HOMO = -8.0 eV
Net charge = 0
Multiplicity = 1

(2)
Formula: C24H37BrClF3N2O6P4S
Source: the OMol25 dataset
Level of theory: wB97M-V/def2-TZVPD

Geometry as XYZ:
```
79
Properties=species:S:1:pos:R:3:lowdin_charge:R:1
C -0.04 4.37 0.38 -0.0105
C -0.03 2.95 -0.04 -0.0709
C -1.31 1.92 -0.15 -0.3951
C -2.03 1.84 -1.61 -0.1300
C -1.06 2.08 -2.91 -0.1692
C -1.45 3.50 -3.69 -0.1365
F -2.66 3.29 -4.54 -0.1442
O -0.99 0.52 0.24 -0.2940
C 0.06 -0.10 -0.54 -0.4386
P -0.77 -1.50 -1.56 0.9236
N 0.36 -2.79 -2.02 -0.2271
O -1.97 -2.19 -0.45 -0.3808
C 1.22 -0.65 0.53 -0.6758
P 0.72 -2.22 1.48 0.7387
O 1.75 -2.72 2.57 -0.5289
N 1.64 0.54 1.33 -0.6948
Cl 3.31 0.94 1.17 0.6125
P 1.00 0.72 2.94 0.3355
O -0.64 0.23 3.23 -0.3256
O 1.00 2.47 3.26 -0.3124
S 2.15 0.00 4.39 0.2557
P 2.87 -1.14 -0.42 0.8818
C 3.23 -3.00 -0.27 -0.3331
O 2.68 -0.80 -2.15 -0.3740
C -2.33 2.38 1.09 -0.5330
Br -3.52 0.76 1.44 0.6812
C -3.31 3.63 0.76 -0.2934
C -3.60 4.43 2.17 -0.1317
H 0.51 4.82 1.33 0.0887
H -0.71 5.15 -0.23 0.0738
H 1.02 2.51 -0.39 0.1144
H -2.53 0.77 -1.76 0.1043
H -2.94 2.60 -1.76 0.1311
H 0.08 2.14 -2.69 0.1024
H -1.20 1.22 -3.73 0.1240
H -1.70 4.27 -2.84 0.1108
H -0.56 3.94 -4.32 0.1246
H 0.63 0.57 -1.30 0.1041
H 0.36 -2.88 -3.07 0.0428
H -0.07 -3.70 -1.67 0.0572
H -2.84 -1.80 -0.82 0.0605
H 0.56 -3.34 0.55 0.0165
H -0.58 -2.13 2.15 0.0362
H -1.00 0.80 3.97 0.0815
H 0.13 2.69 3.75 0.0733
H 4.14 -3.22 -1.01 0.0669
H 3.67 -3.26 0.81 0.0769
H 2.37 -3.72 -0.60 0.0206
H 2.87 -1.67 -2.61 0.0295
H -1.73 2.55 2.11 0.0951
H -4.36 3.17 0.43 0.1016
H -2.85 4.29 -0.09 0.0978
H -3.56 3.70 3.10 0.0861
H -4.67 4.93 2.12 0.0871
H -2.77 5.28 2.25 0.0809
F -4.55 -0.43 6.50 0.0604
C -3.47 -1.22 6.51 -0.2889
C -3.25 -2.06 7.59 -0.0224
C -2.13 -2.90 7.60 -0.0823
C -1.24 -2.87 6.52 -0.0832
C -1.47 -2.02 5.44 -0.0748
C -2.60 -1.20 5.43 -0.0206
H -3.95 -2.06 8.42 0.1137
H -1.96 -3.56 8.44 0.1040
H -0.37 -3.52 6.53 0.1060
H -0.78 -2.00 4.61 0.0782
H -2.79 -0.54 4.59 0.0866
F 3.78 -3.61 -4.37 0.0506
C 3.97 -2.84 -5.45 -0.2971
C 5.27 -2.52 -5.83 -0.0155
C 5.47 -1.72 -6.96 -0.0780
C 4.37 -1.25 -7.68 -0.0938
C 3.08 -1.58 -7.29 -0.0806
C 2.87 -2.38 -6.17 -0.0226
H 6.11 -2.89 -5.25 0.1169
H 6.48 -1.47 -7.27 0.1067
H 4.53 -0.63 -8.56 0.1025
H 2.22 -1.21 -7.85 0.1065
H 1.87 -2.66 -5.85 0.1093
```

Values from the calculation:
Gap between HOMO and LUMO = 7.40 eV
HOMO = -8.1 eV
Net charge = 0
Multiplicity = 1

(3)
Formula: C24H37ClFN6
Source: the OMol25 dataset
Level of theory: wB97M-V/def2-TZVPD

Geometry as XYZ:
```
69
Properties=species:S:1:pos:R:3:lowdin_charge:R:1
C 5.04 -0.22 1.46 -0.1795
C 5.19 -1.77 0.91 -0.2536
C 4.67 -1.99 -0.64 -0.1802
C 3.07 -2.48 -0.72 -0.2139
N 2.25 -1.25 -0.40 -0.0129
C 0.88 -1.59 0.15 -0.0520
C 0.58 -2.39 1.54 -0.0629
N 1.82 -2.79 2.30 0.0675
N -0.90 -2.56 1.83 0.0469
C -1.49 -3.23 3.06 -0.2095
C -2.62 -4.38 2.75 -0.0426
F -0.46 -3.88 3.95 -0.0659
C -1.56 -1.87 0.65 -0.1141
C -3.19 -1.72 0.48 -0.1080
C -3.60 -0.27 1.17 -0.6054
C -4.77 -0.39 2.31 -0.1467
Cl -2.10 0.52 2.02 0.5449
N -0.52 -1.31 -0.34 -0.0128
C -0.71 -0.57 -1.65 -0.1703
C -1.87 0.59 -1.64 -0.1001
H 3.92 0.10 1.66 0.0510
H 5.61 -0.05 2.49 0.0895
H 5.51 0.57 0.72 0.0796
H 4.73 -2.57 1.67 0.1051
H 6.36 -1.99 0.89 0.1136
H 4.67 -0.90 -1.13 0.1143
H 5.38 -2.65 -1.30 0.1156
H 2.83 -2.74 -1.86 0.1288
H 2.84 -3.41 -0.06 0.1242
H 2.21 -0.69 -1.28 0.1116
H 2.63 -2.15 2.06 0.0669
H 1.72 -2.68 3.34 0.0958
H -1.95 -2.36 3.72 0.1709
H -2.88 -4.51 1.60 0.0932
H -2.41 -5.42 3.26 0.1145
H -3.63 -3.99 3.25 0.0966
H -3.52 -1.75 -0.67 0.1316
H -3.82 -2.54 1.02 0.1052
H -3.89 0.50 0.32 0.1089
H -4.72 0.62 2.95 0.0914
H -4.63 -1.26 3.08 0.0852
H -5.81 -0.38 1.78 0.0981
H -0.99 -1.40 -2.46 0.1514
H 0.28 -0.06 -2.06 0.1354
H -2.91 0.03 -1.77 0.0727
H -1.87 1.29 -0.70 0.0697
H -1.74 1.25 -2.60 0.0809
N 4.30 2.47 2.13 0.0333
C 3.10 3.09 2.06 -0.1460
C 2.95 4.46 1.86 -0.0760
C 4.10 5.23 1.73 -0.0736
C 5.35 4.62 1.80 -0.0670
C 5.40 3.25 2.00 -0.1444
H 2.24 2.45 2.16 0.0971
H 1.97 4.90 1.80 0.1013
H 4.03 6.30 1.57 0.1084
H 6.26 5.19 1.71 0.1056
H 6.34 2.72 2.06 0.1041
N -3.01 2.13 -4.87 0.0394
C -4.01 1.22 -4.93 -0.1658
C -5.31 1.53 -5.27 -0.0759
C -5.62 2.86 -5.56 -0.0716
C -4.61 3.81 -5.51 -0.0690
C -3.33 3.40 -5.16 -0.1467
H -3.72 0.20 -4.69 0.0943
H -6.08 0.76 -5.30 0.1028
H -6.63 3.14 -5.83 0.1096
H -4.82 4.85 -5.73 0.1060
H -2.51 4.11 -5.11 0.1037
```

Values from the calculation:
Gap between HOMO and LUMO = 7.59 eV
Energy above the lowest of the compared OMol25 structures with the same formula, charge and spin = 10.262 eV
HOMO = -10.7 eV
Net charge = +1
Multiplicity = 1

(4)
Formula: C24H37ClN2O3
Source: the OMol25 dataset
Level of theory: wB97M-V/def2-TZVPD

Geometry as XYZ:
```
67
Properties=species:S:1:pos:R:3:lowdin_charge:R:1
C -3.62 1.98 1.38 -0.1042
C -2.76 3.22 1.09 -0.2535
C -1.27 2.99 1.46 -0.2381
C -0.52 4.30 1.70 -0.2178
C 0.98 4.16 1.98 -0.2024
C 1.39 3.06 2.97 -0.2120
C 1.86 1.78 2.25 -0.2132
C 2.15 0.62 3.22 -0.1882
C 1.31 -0.65 3.04 -0.1927
C 1.61 -1.55 1.84 -0.1380
C 1.31 -0.96 0.47 -0.2582
O 2.40 -0.14 0.02 0.0329
C 2.28 -0.01 -1.34 -0.4449
O 2.55 1.01 -1.92 0.1465
C 1.84 -1.35 -1.86 -0.0264
C 0.99 -1.94 -0.71 -0.2261
C 1.24 -3.44 -0.49 -0.1473
C 0.00 -4.27 -0.58 -0.7697
O -0.47 -4.98 0.26 0.0705
Cl -0.78 -4.16 -2.19 0.6631
H -4.30 2.16 2.22 0.0669
H -3.00 1.13 1.65 0.0600
H -4.22 1.68 0.52 0.0622
H -3.11 4.10 1.63 0.0990
H -2.79 3.43 0.02 0.0968
H -1.23 2.35 2.35 0.0999
H -0.81 2.44 0.63 0.1119
H -1.02 4.84 2.50 0.1112
H -0.64 4.90 0.79 0.1124
H 1.35 5.13 2.35 0.1030
H 1.50 4.00 1.02 0.1112
H 2.19 3.43 3.61 0.1092
H 0.54 2.79 3.60 0.1059
H 1.08 1.52 1.54 0.0790
H 2.74 2.01 1.65 0.1151
H 3.21 0.35 3.20 0.1139
H 1.95 0.98 4.23 0.1047
H 1.46 -1.27 3.93 0.1100
H 0.24 -0.40 3.04 0.1169
H 0.99 -2.45 1.94 0.1148
H 2.65 -1.89 1.86 0.1335
H 0.41 -0.33 0.58 0.1464
H 1.38 -1.36 -2.84 0.1344
H 2.78 -1.90 -1.90 0.1400
H -0.05 -1.76 -0.97 0.1281
H 1.92 -3.80 -1.28 0.0988
H 1.72 -3.64 0.47 0.1133
C -7.21 2.09 -2.65 -0.1143
C -5.91 2.29 -3.18 -0.1145
C -5.41 3.44 -2.64 -0.1501
N -6.36 3.95 -1.80 0.0007
C -7.46 3.14 -1.80 -0.1449
H -7.88 1.28 -2.86 0.0884
H -5.39 1.65 -3.89 0.0883
H -4.46 3.94 -2.78 0.1035
H -6.26 4.80 -1.27 0.1412
H -8.32 3.37 -1.19 0.1036
C 5.45 -5.62 -3.41 -0.1088
C 4.08 -5.63 -3.79 -0.1065
C 3.35 -5.88 -2.66 -0.1565
N 4.22 -6.02 -1.61 0.0022
C 5.51 -5.86 -2.06 -0.1404
H 6.30 -5.46 -4.05 0.0906
H 3.68 -5.48 -4.77 0.0913
H 2.29 -5.97 -2.51 0.1001
H 3.97 -6.21 -0.66 0.1420
H 6.35 -5.94 -1.39 0.1053
```

Values from the calculation:
Gap between HOMO and LUMO = 8.75 eV
HOMO = -8.4 eV
Net charge = 0
Multiplicity = 1

(5)
Formula: C24H37ClNO4S3SiTc
Source: the OMol25 dataset
Level of theory: wB97M-V/def2-TZVPD

Geometry as XYZ:
```
72
Properties=species:S:1:pos:R:3:lowdin_charge:R:1
Tc 0.49 0.08 0.78 1.1547
C -0.61 0.16 -2.42 -0.0198
C -0.99 1.39 -1.67 -0.2956
C -1.84 2.34 -2.29 -0.0023
C -2.20 3.47 -1.64 0.0298
C -1.68 3.72 -0.35 -0.1481
C -1.93 4.92 0.36 -0.0046
C -1.32 5.15 1.56 -0.0454
C -0.44 4.19 2.11 -0.0818
C -0.21 3.00 1.46 -0.5653
S 0.86 1.79 2.14 0.8174
C -0.83 2.75 0.22 -0.2337
N -0.55 1.56 -0.43 0.0099
H -0.51 0.40 -3.48 0.1034
H -1.40 -0.59 -2.33 0.0691
H 0.33 -0.24 -2.05 0.0288
H -2.19 2.13 -3.29 0.1251
H -2.86 4.20 -2.09 0.1318
H -2.59 5.65 -0.08 0.1231
H -1.50 6.07 2.10 0.1172
H 0.05 4.38 3.05 0.1167
Cl 1.60 -2.23 4.58 0.6036
C 2.36 -2.92 3.14 -0.4795
C 2.41 -2.00 1.95 -0.7072
O 3.14 -2.26 1.01 -0.0030
O 1.65 -0.95 2.00 -0.3405
H 1.77 -3.79 2.84 0.0797
H 3.37 -3.24 3.39 0.0883
O 2.09 -0.03 -0.64 -0.6803
S 3.55 0.18 -0.16 1.0429
C 4.04 1.63 -1.10 -0.3067
C 4.36 1.13 -2.50 -0.2233
C 5.22 -0.11 -2.27 -0.2108
C 4.51 -0.94 -1.20 -0.2797
H 4.92 2.03 -0.60 0.1053
H 3.23 2.35 -1.01 0.0974
H 4.87 1.89 -3.09 0.1214
H 3.44 0.87 -3.02 0.1136
H 6.21 0.19 -1.90 0.1195
H 5.38 -0.69 -3.17 0.1213
H 5.15 -1.54 -0.56 0.0983
H 3.75 -1.61 -1.61 0.0884
O 0.34 -3.36 0.78 -0.4426
S 0.09 -2.39 -0.31 0.8629
C -1.57 -2.75 -0.96 -0.2808
C -1.40 -3.41 -2.33 -0.2103
C -0.03 -4.08 -2.33 -0.2075
C 0.93 -3.03 -1.76 -0.2816
H -2.19 -1.86 -0.94 0.0659
H -1.94 -3.45 -0.21 0.1089
H -1.43 -2.65 -3.11 0.1054
H -2.21 -4.11 -2.53 0.1226
H 0.28 -4.40 -3.32 0.1225
H -0.03 -4.95 -1.68 0.1240
H 1.15 -2.23 -2.46 0.0892
H 1.87 -3.43 -1.37 0.1024
C -3.85 -1.17 3.01 -0.1750
Si -2.87 0.13 2.06 0.4504
C -2.82 1.72 3.05 -0.1610
C -3.76 0.44 0.43 -0.1617
C -1.14 -0.60 1.90 -0.3809
H -4.88 -0.85 3.16 0.0369
H -3.40 -1.35 3.98 0.0397
H -3.87 -2.12 2.47 0.0315
H -3.66 1.75 3.74 0.0396
H -2.89 2.61 2.42 0.0209
H -1.91 1.80 3.64 0.0276
H -4.69 0.97 0.63 0.0423
H -4.03 -0.49 -0.06 0.0265
H -3.19 1.04 -0.26 -0.0036
H -1.26 -1.66 1.67 -0.0079
H -0.72 -0.62 2.91 0.0148
```

Values from the calculation:
Gap between HOMO and LUMO (alpha / beta) = 6.74 / 7.22 eV
Energy above the lowest of the compared OMol25 structures with the same formula, charge and spin = 0.000 eV
HOMO (alpha / beta) = -11.4 / -11.3 eV
Net charge = +1
Multiplicity = 2

(6)
Formula: C24H37FN2O15S2
Source: the OMol25 dataset
Level of theory: wB97M-V/def2-TZVPD

Geometry as XYZ:
```
81
Properties=species:S:1:pos:R:3:lowdin_charge:R:1
O -5.66 -1.50 -2.50 -0.2692
S -4.60 -0.63 -2.95 0.7596
O -4.67 0.73 -2.43 -0.2716
F -4.66 -0.52 -4.60 -0.1850
C -2.92 -1.28 -2.57 -0.1975
N -1.95 -0.36 -2.39 0.1414
C -0.71 -0.91 -2.15 -0.1893
C 0.44 0.05 -1.97 -0.4877
S 0.16 1.85 -2.06 0.7534
C 1.78 -0.43 -1.72 -0.0701
C 2.01 -1.91 -1.67 -0.0426
C 0.91 -2.84 -1.84 0.0003
C -0.51 -2.37 -2.09 -0.1737
N -1.48 -3.35 -2.22 0.2114
C -2.66 -2.75 -2.47 -0.2999
O -3.76 -3.59 -2.66 0.0201
H -0.01 2.39 -0.81 -0.1060
H 2.63 0.27 -1.57 0.1040
H 3.06 -2.25 -1.49 0.1072
H 1.15 -3.93 -1.80 0.1126
H -4.35 -3.52 -1.88 0.1212
C 2.05 0.66 5.13 -0.0621
C 2.51 0.00 3.84 -0.2135
O 2.27 0.85 2.71 0.0288
C 3.14 1.85 2.54 -0.6014
O 4.09 2.09 3.23 0.1252
O 2.75 2.56 1.47 -0.0102
C 3.54 3.72 1.23 -0.0419
H 1.01 0.96 5.04 0.0832
H 2.15 -0.03 5.97 0.0786
H 2.63 1.55 5.34 0.0756
H 1.94 -0.91 3.67 0.1215
H 3.57 -0.28 3.89 0.1237
H 4.60 3.48 1.17 0.0963
H 3.36 4.47 2.01 0.1003
H 3.23 4.14 0.27 0.0925
C -0.76 9.08 -4.71 -0.0680
C 0.24 8.35 -3.85 -0.2167
O -0.42 7.57 -2.84 0.0313
C -0.94 6.41 -3.26 -0.5986
O -0.89 5.97 -4.39 0.1244
O -1.54 5.82 -2.22 0.0005
C -2.23 4.61 -2.55 -0.0520
H -1.44 9.67 -4.10 0.0817
H -0.25 9.74 -5.42 0.0793
H -1.37 8.38 -5.29 0.0750
H 0.86 9.07 -3.32 0.1211
H 0.91 7.72 -4.44 0.1234
H -1.57 3.91 -3.07 0.0520
H -3.10 4.83 -3.16 0.1016
H -2.56 4.15 -1.62 0.0948
C -0.15 0.08 11.39 -0.0674
C 1.31 -0.33 11.38 -0.2136
O 1.45 -1.75 11.24 0.0352
C 1.28 -2.23 10.00 -0.5995
O 1.04 -1.58 9.01 0.1162
O 1.40 -3.56 10.05 0.0042
C 1.15 -4.21 8.80 -0.0453
H -0.69 -0.48 12.15 0.0822
H -0.24 1.15 11.59 0.0801
H -0.62 -0.14 10.43 0.0743
H 1.77 -0.07 12.33 0.1223
H 1.87 0.19 10.59 0.1236
H 1.76 -3.79 8.01 0.0944
H 0.09 -4.14 8.56 0.0991
H 1.41 -5.26 8.92 0.0932
C -2.00 -3.33 -5.73 -0.0548
C -0.54 -3.74 -5.73 -0.2033
O -0.40 -5.16 -5.85 0.0393
C -0.56 -5.65 -7.08 -0.5974
O -0.80 -5.01 -8.07 0.1240
O -0.43 -6.98 -7.01 0.0031
C -0.68 -7.65 -8.25 -0.0452
H -2.55 -3.88 -4.96 0.0698
H -2.10 -2.26 -5.54 0.0802
H -2.47 -3.56 -6.68 0.0820
H -0.08 -3.46 -4.78 0.1030
H 0.02 -3.22 -6.51 0.1271
H -0.07 -7.23 -9.05 0.0958
H -1.74 -7.59 -8.50 0.0993
H -0.41 -8.70 -8.12 0.0927
```

Values from the calculation:
Gap between HOMO and LUMO = 7.86 eV
HOMO = -9.6 eV
Net charge = 0
Multiplicity = 1

Number 1: E -34410.3418 eV. Number 2: E -179451.0044 eV. Number 3: E -49652.5979 eV. Number 4: E -47133.2294 eV. Number 5: E -90269.2632 eV. Number 6: E -83566.9187 eV.